# C10H18N2S

The molecule C10H18N2S at a distorted geometry (ωB97M-V with the def2-TZVPD basis set, the OMol25 dataset).

Geometry (Å):
1 C 2.0341 -1.8993 -1.4756
2 C 2.0847 -1.5778 -0.0128
3 C 2.5160 -0.1561 0.3279
4 C 1.9027 0.8975 -0.5327
5 N 2.5906 1.4879 -1.5446
6 N 0.7070 1.3732 -0.4550
7 C -0.2880 0.8104 0.4937
8 C -1.5215 1.8352 0.3815
9 C -2.8097 1.3444 1.1318
10 C -3.1966 -0.0213 0.5384
11 C -2.0480 -1.0147 0.8732
12 C -0.7416 -0.6338 0.1517
13 S 0.4428 -1.9005 0.7420
14 H 1.6223 -2.8968 -1.5829
15 H 1.4231 -1.1745 -2.0698
16 H 3.0482 -1.9833 -1.8836
17 H 2.8189 -2.2521 0.4080
18 H 2.2584 0.0510 1.3892
19 H 3.5770 -0.1078 0.2492
20 H 3.3466 0.9700 -1.9507
21 H 1.9967 2.0358 -2.1606
22 H 0.0987 0.8163 1.5106
23 H -1.7553 2.0562 -0.6545
24 H -1.1913 2.7601 0.8431
25 H -3.6105 2.0884 0.9347
26 H -2.6419 1.2093 2.2514
27 H -3.3535 -0.0035 -0.5431
28 H -4.1175 -0.3708 1.0205
29 H -2.3459 -2.0516 0.5715
30 H -1.9463 -1.0018 1.9646
31 H -0.9004 -0.6899 -0.9170

**Molar mass**: 198.34 g mol⁻¹
**Highest occupied orbital energy**: -8.4 eV
**Total charge**: 0
**Energy above the lowest of the compared OMol25 structures with the same formula, charge and spin**: 0.538 eV

natural (NBO) population analysis, charges in e, atoms 1 to 2: C -0.631; C -0.313